Computed, not measured: a structure of composition C61H46CeN5OP2Te at a distorted geometry, with ωB97M-V with the def2-TZVPD basis set.

Calculated values
charge: +2
highest occupied orbital energy (spin up / spin down): -12.4 / -12.5 eV
orbital gap (spin up / spin down): 6.876 / 6.927 eV
maximum force: 4.07 eV Å⁻¹
multiplicity: 2

XYZ file:
```
117
Properties=species:S:1:pos:R:3:mulliken_charge:R:1
Ce -0.2267 0.5113 -0.7508 1.43
N -2.0611 2.1769 -0.0712 0.37
C -2.9931 2.2983 -1.1852 -0.60
C -3.5953 3.4472 -1.6305 0.03
C -4.3578 3.5037 -2.7541 -1.10
C -4.6445 2.3441 -3.4645 -1.00
C -4.1363 1.0963 -3.0081 0.62
C -4.4989 -0.1588 -3.5785 -0.75
C -4.0745 -1.3304 -3.0200 -1.17
C -3.1645 -1.2335 -2.0179 0.02
N -2.6682 -0.1113 -1.5243 0.25
C -3.2720 1.1072 -1.9230 0.76
H -1.7816 3.1360 0.1742 -0.28
H -2.6219 1.8682 0.7547 0.28
H -3.3345 4.3527 -1.0169 0.44
H -4.7287 4.4464 -2.9729 0.56
H -5.1798 2.3485 -4.3637 0.55
H -5.1776 -0.1460 -4.4105 0.49
H -4.4325 -2.2597 -3.3712 0.60
H -2.6535 -2.1067 -1.6619 0.27
O 1.8720 -0.2865 2.2203 0.86
C 1.7668 -1.4677 2.9193 0.25
C 2.2046 -1.6160 4.2063 -0.57
C 2.0265 -2.8428 4.9056 -1.15
C 1.4788 -3.9436 4.2574 -0.99
C 1.0552 -3.7313 2.9342 -0.48
C 1.2093 -2.5449 2.2729 -0.43
P 0.8183 -2.2987 0.5188 2.16
C -0.3569 -3.6102 0.1013 0.56
C -1.5625 -3.6932 0.7905 -0.80
C -2.6248 -4.4457 0.3130 -0.71
C -2.4334 -5.2504 -0.8100 -0.65
C -1.1914 -5.2745 -1.4301 -0.91
C -0.1951 -4.4111 -1.0489 -0.79
C 2.4382 -2.5990 -0.2994 1.10
C 3.5667 -2.7599 0.5263 -0.92
C 4.8048 -2.9800 -0.0531 -0.85
C 4.9193 -3.0448 -1.4590 -0.86
C 3.7619 -2.9089 -2.2557 -0.96
C 2.5370 -2.6666 -1.6506 -0.14
C 2.2316 0.8225 2.9983 -0.44
C 3.6031 1.0975 3.1790 -0.49
C 3.8849 2.1951 3.9731 -0.81
C 2.9610 3.1306 4.3334 -0.85
C 1.6411 2.9543 3.9098 -0.59
C 1.2415 1.7335 3.3761 -0.60
P -0.3930 1.3733 2.7233 3.03
C -1.0418 0.0449 3.7779 0.38
C -0.6966 -0.1504 5.1257 -0.38
C -1.4058 -0.9378 5.9636 -0.77
C -2.5806 -1.5214 5.4727 -0.84
C -2.8874 -1.4431 4.1099 -0.28
C -2.1147 -0.6894 3.2842 -0.02
C -1.3500 2.8702 3.0657 -0.07
C -1.2584 4.0119 2.2707 -0.78
C -2.1254 5.0297 2.3971 -0.34
C -3.0080 5.0418 3.4288 -0.58
C -3.1617 3.9744 4.2355 -0.68
C -2.3416 2.9195 4.0839 -0.98
H 2.5853 -0.8123 4.8202 0.54
H 2.2297 -2.9718 5.9324 0.46
H 1.2852 -4.8914 4.6971 0.52
H 0.6313 -4.6099 2.3785 0.34
H -1.7016 -3.0920 1.6328 0.70
H -3.5820 -4.2910 0.7890 0.48
H -3.2420 -5.8926 -1.1516 0.43
H -1.0578 -6.0021 -2.2109 0.50
H 0.6525 -4.4424 -1.6487 0.87
H 3.3716 -2.9132 1.5718 0.58
H 5.6535 -3.3265 0.5397 0.45
H 5.8985 -3.0333 -1.8327 0.47
H 3.8574 -3.1050 -3.3354 0.46
H 1.6278 -2.5527 -2.2236 -0.24
H 4.3014 0.4353 2.7461 0.60
H 4.9603 2.3888 4.1668 0.40
H 3.3010 4.1001 4.7742 0.38
H 0.9932 3.7855 4.0725 0.47
H 0.2090 0.3237 5.5386 0.28
H -1.1330 -1.0844 7.0089 0.49
H -3.2166 -2.1143 6.1152 0.42
H -3.8079 -1.9048 3.7369 0.44
H -2.4075 -0.6649 2.2046 -0.11
H -0.4612 4.1499 1.5328 0.59
H -2.0193 5.9422 1.8490 0.56
H -3.5514 5.9797 3.7227 0.33
H -3.7852 4.0367 5.0876 0.46
H -2.5232 2.0593 4.7044 0.39
N -0.1329 -0.7727 -2.8377 0.00
C -0.1355 -1.5156 -3.7467 0.86
C -0.2959 -2.3777 -4.7917 0.44
C -0.7654 -1.9794 -6.0609 -0.51
N -1.1816 -1.5772 -7.0449 -0.54
C -0.0678 -3.7497 -4.6033 0.08
N 0.2961 -4.8350 -4.4365 -0.56
Te -0.0251 3.7725 -3.3915 0.37
C 0.9599 2.8429 -5.0270 -0.50
C 2.1622 3.4203 -5.4587 -0.20
C 2.9976 2.7083 -6.2398 -0.65
C 2.6367 1.4051 -6.6219 -0.54
C 1.4310 0.9323 -6.3447 -0.39
C 0.5705 1.6454 -5.5245 0.06
C 1.2633 2.6560 -2.0692 -0.99
C 1.4151 2.9836 -0.7141 -0.30
C 2.2499 2.3245 0.1627 -0.53
C 2.8546 1.1493 -0.2259 -0.94
C 2.7509 0.8083 -1.5271 -0.23
C 1.9582 1.5085 -2.4286 0.82
H 2.4431 4.4194 -5.1323 0.44
H 3.9573 3.1006 -6.6232 0.39
H 3.2773 0.7900 -7.2132 0.49
H 1.0650 -0.0177 -6.7221 0.36
H -0.3676 1.1714 -5.2575 0.49
H 0.8631 3.8848 -0.4206 0.65
H 2.3525 2.6834 1.1742 0.62
H 3.5079 0.6079 0.4279 0.44
H 3.3157 -0.0103 -1.9034 0.67
H 1.8844 1.1524 -3.4884 0.04
```